The following is a quantum chemistry calculation of 2 unconnected molecules or ions with the total composition H3N2O2P at a distorted geometry, from the Open Molecules 2025 dataset.

Last columns: bonded neighbours and bond lengths (Å).
Positions of all 8 atoms, in Å:
1 N -1.255 -1.650 1.712  O4 1.213, H6 1.035
2 N 1.366 1.227 -0.808  P5 1.618, H7 0.955, H8 0.967
3 O -1.001 0.572 -0.656  P5 1.440
4 O -1.165 -2.603 0.966  N1 1.213
5 P 0.024 0.848 -1.630  N2 1.618, O3 1.440
6 H -1.479 -0.685 1.413  N1 1.035
7 H 1.245 1.199 0.139  N2 0.955
8 H 2.265 1.093 -1.136  N2 0.967

Output
HOMO energy (alpha / beta), eV: -8.9 / -8.9
Total energy, eV: -16410.161
Energy relative to the best compared isomer or geometry (same formula, charge and spin), kJ/mol: 261.9
SMILES: NP=O.N=O
Strongest force on any atom, eV/Å: 3.15
M, u: 94.01